{
  "formula": "C24H15Cl5NNiO2",
  "method": "wB97M-V/def2-TZVPD",
  "symbols": ["Ni", "Cl", "Cl", "Cl", "Cl", "Cl", "O", "O", "N", "C", "C", "C", "C", "C", "C", "C", "C", "C", "C", "C", "C", "C", "C", "C", "C", "C", "C", "C", "C", "C", "C", "C", "C", "H", "H", "H", "H", "H", "H", "H", "H", "H", "H", "H", "H", "H", "H", "H"],
  "xyz": [[0.8012, 0.0755, 0.9571], [0.3874, -1.8300, 3.5845], [0.2636, 3.1352, 1.5271], [-1.3877, 2.2848, 6.6007], [-0.8772, 4.2331, 4.2213], [-0.7229, -0.7481, 6.2937], [2.6089, -1.5597, 0.3740], [2.5599, 2.4674, -1.6778], [2.2779, 0.4958, -0.5074], [3.0147, -0.6221, -0.3157], [-3.4266, -2.7617, 2.6105], [-3.7435, 0.1099, -1.0917], [-0.7588, 1.6826, 5.1097], [4.3732, -0.5545, -0.9881], [-4.9136, 0.3120, -1.8080], [-2.7105, -0.4924, 2.2464], [-3.9146, 2.1635, -2.9468], [-0.5357, 2.5501, 4.0412], [-1.3434, 0.8108, -0.5717], [-3.4767, -1.4153, 2.9425], [2.9544, 1.3821, -1.3047], [-5.0107, 1.3385, -2.7376], [-2.7457, 1.9608, -2.2312], [-1.0064, 0.0601, 0.4808], [-0.4629, 0.3293, 4.9704], [0.0238, -0.1355, 3.7525], [-1.8739, -0.8978, 1.2056], [-2.5992, -3.1762, 1.5751], [-1.8266, -2.2562, 0.8849], [4.3291, 0.8021, -1.6865], [0.2139, 0.6874, 2.6457], [-2.6314, 0.9374, -1.2847], [-0.0420, 2.0440, 2.8423], [-5.9277, 1.4908, -3.2934], [-3.6973, -0.7011, -0.3806], [5.1471, -0.6352, -0.2248], [-2.5447, -4.2259, 1.3116], [-4.1129, -1.0797, 3.7530], [4.4872, -1.4039, -1.6618], [5.1006, 1.4959, -1.3525], [-0.5705, 1.4695, -0.9647], [4.3928, 0.7422, -2.7729], [-1.1649, -2.5825, 0.0915], [-1.8917, 2.6073, -2.3981], [-2.7532, 0.5590, 2.5076], [-4.0202, -3.4827, 3.1585], [-5.7585, -0.3444, -1.6367], [-3.9687, 2.9687, -3.6697]],
  "forces_ev_per_angstrom": [[-0.22, 0.68, -0.15], [-0.01, 0.12, 0.02], [0.00, 0.03, 0.05], [0.00, 0.01, 0.02], [0.00, 0.02, 0.00], [0.00, -0.01, 0.02], [0.21, -0.03, -0.01], [-0.01, 0.03, -0.01], [-0.13, -0.36, 0.10], [-0.07, -0.12, 0.26], [0.01, -0.02, -0.02], [0.00, 0.01, -0.01], [0.01, 0.02, -0.05], [-0.04, 0.10, -0.16], [0.00, 0.00, 0.00], [-0.02, 0.03, -0.06], [-0.01, 0.00, 0.00], [-0.01, -0.04, 0.08], [0.00, 0.11, 0.05], [0.00, 0.04, 0.02], [-0.03, -0.02, 0.01], [0.01, 0.00, 0.00], [0.03, 0.01, 0.01], [0.17, -0.29, 0.06], [0.00, 0.02, -0.03], [0.02, -0.10, -0.06], [-0.02, 0.05, -0.18], [-0.01, -0.03, 0.00], [0.00, 0.05, 0.02], [-0.02, 0.01, 0.03], [0.19, -0.18, 0.08], [-0.03, -0.04, 0.00], [-0.02, -0.05, -0.07], [0.00, 0.00, 0.00], [0.00, 0.00, 0.00], [0.00, 0.00, 0.01], [0.00, 0.00, 0.00], [0.00, 0.00, 0.00], [0.00, 0.01, -0.01], [0.00, 0.00, -0.01], [-0.01, -0.02, -0.01], [-0.01, 0.00, 0.00], [0.00, 0.00, 0.00], [0.00, 0.00, 0.00], [0.00, 0.00, 0.01], [0.00, 0.00, 0.00], [0.00, 0.00, 0.00], [0.00, 0.00, 0.00]],
  "lowdin_charge": [0.444, 0.704, 0.702, 0.645, 0.649, 0.650, -0.006, 0.028, 0.109, -0.533, -0.108, -0.023, -0.714, -0.098, -0.096, -0.056, -0.103, -0.711, -0.074, -0.086, -0.508, -0.118, -0.049, -0.153, -0.715, -0.678, -0.279, -0.100, -0.063, -0.098, -0.244, -0.193, -0.671, 0.090, 0.097, 0.114, 0.096, 0.100, 0.113, 0.110, 0.084, 0.110, 0.119, 0.110, 0.123, 0.092, 0.096, 0.094],
  "gap_ev": [7.69, 7.71],
  "spin_multiplicity": 1,
  "homo_energy_ev": [-5.15, -5.17],
  "e_lumo_ev": [2.5, 2.5],
  "charge": -1
}